Entry 1:
{"formula": "C6H7NO", "method": "ωB97M-V/def2-TZVPD", "gap_ha": [0.286, 0.286], "energy_ev": -9867.709, "spin_multiplicity": 1, "total_charge": 0, "relative_energy_kcal_mol": 114.1, "homo_energy_ev": [-7.99, -7.99], "symbols": ["O", "N", "C", "C", "C", "C", "C", "C", "H", "H", "H", "H", "H", "H", "H"], "coordinates": [[0.49240, 1.50511, -0.00569], [0.02561, -1.46048, 0.02165], [-2.16240, -0.48764, -0.43589], [1.31285, -1.69376, 0.11131], [1.73055, 1.01420, -0.30710], [-0.27043, 0.73387, 0.90895], [-0.78476, -0.49274, 0.11864], [2.04552, -0.30468, -0.35001], [-2.82576, -0.67854, 0.36892], [3.05904, -0.67948, -0.58663], [-1.13299, 1.20504, 1.40253], [0.35910, 0.50020, 1.68099], [2.55575, 1.61157, -0.68312], [-2.22299, -1.24508, -1.23282], [-2.18148, 0.47241, -1.01173]]}

=====

Entry 2:
{"formula": "C6H7NO", "method": "ωB97M-V/def2-TZVPD", "gap_ha": 0.317, "energy_ev": -9864.133, "spin_multiplicity": 1, "total_charge": 0, "relative_energy_kcal_mol": 196.6, "homo_energy_ev": -9.09, "symbols": ["O", "N", "C", "C", "C", "C", "C", "C", "H", "H", "H", "H", "H", "H", "H"], "coordinates": [[3.15407, -1.13503, 0.93031], [-0.92578, -1.06690, -0.33262], [-1.20999, 1.33632, -0.30722], [2.03165, -1.01418, -0.05361], [0.92298, 0.06768, -0.09699], [-1.07300, 0.88952, 0.91665], [-0.50317, 0.24415, -1.10261], [-0.13650, -0.37433, 0.80482], [1.78218, -1.74554, -1.13994], [-0.62739, 0.33020, -2.31062], [-2.14394, -1.37330, 0.07981], [-1.21482, 1.46260, 1.84295], [-0.02027, -0.95311, 1.63223], [1.32117, 1.08894, 0.00481], [-1.35719, 2.24300, -0.86796]]}

=====

Entry 3:
{"formula": "C6H7NO", "method": "ωB97M-V/def2-TZVPD", "gap_ha": 0.393, "energy_ev": -9868.337, "spin_multiplicity": 1, "total_charge": 0, "relative_energy_kcal_mol": 99.6, "homo_energy_ev": -9.80, "smiles": "C#C[C@@H](C=C)NC=O", "symbols": ["O", "N", "C", "C", "C", "C", "C", "C", "H", "H", "H", "H", "H", "H", "H"], "coordinates": [[-2.35405, -0.07051, -1.59222], [-1.23718, 0.49944, 0.47301], [-2.22115, 0.03489, -0.33866], [1.81302, 1.93450, 1.44185], [0.99072, -1.61474, -1.06822], [1.02814, 1.17411, 0.78373], [0.56147, -1.02627, -0.00390], [0.14187, 0.37481, -0.02642], [0.19200, 0.76787, -0.97818], [2.68973, 2.44752, 1.80764], [1.18315, -0.86051, -2.04132], [-3.22662, -0.05799, 0.24472], [-1.37103, 0.70870, 1.37094], [1.53505, -2.56631, -1.12172], [0.27486, -1.74550, 1.04875]]}